(1)
# C24H26F6IN5OPS2W

A molecular structure, C24H26F6IN5OPS2W at a distorted geometry (ωB97M-V/def2-TZVPD, the OMol25 dataset).

As for the charge: +3. Its largest force on an atom is 2.63 eV Å⁻¹. As for the spin multiplicity: 1. The HOMO energy comes out at -16.20 eV. The value obtained for the total energy is -3380.0483 a.u. The value obtained for the frontier orbital gap is 5.175 eV. The value obtained for the energy above the lowest of the compared OMol25 structures with the same formula, charge and spin is 2.098 eV.

Structure (XYZ):
```
67
Properties=species:S:1:pos:R:3:forces:R:3
W -0.6208 -0.5538 -0.3622 1.46 -0.77 2.05
C 0.8036 -2.4468 2.0759 -0.09 -0.31 0.03
N 1.2164 -1.4067 1.0596 -0.23 0.07 0.16
C 2.2818 -2.0091 0.2120 -0.01 0.01 -0.25
C 1.6599 -2.6930 -0.9751 0.15 -0.02 0.31
N 0.8127 -1.6989 -1.7094 -0.24 -0.09 -0.15
C 1.7166 -0.9079 -2.5989 0.13 0.22 -0.15
C -0.2117 -2.4101 -2.4888 -0.17 -0.36 0.00
C -0.1329 -2.6352 -3.8549 0.19 0.29 -0.19
C -1.0906 -3.4087 -4.4886 -0.01 -0.03 -0.03
C -2.1482 -3.9638 -3.7741 0.02 0.01 0.07
C -2.2474 -3.7382 -2.4142 -0.19 0.07 -0.10
C -1.2805 -2.9698 -1.7735 0.10 0.00 0.34
S -1.2891 -2.8704 -0.0036 0.57 0.57 -0.26
C 1.7159 -0.3147 1.9066 0.01 0.03 0.08
C 3.0193 -0.2269 2.3500 0.16 -0.10 -0.05
C 3.3765 0.8019 3.2219 -0.06 0.02 -0.01
C 2.4290 1.7102 3.6696 0.04 -0.02 0.02
C 1.1079 1.5952 3.2550 -0.08 0.01 0.09
C 0.7668 0.5768 2.3788 -0.17 0.00 0.07
S -0.8854 0.3683 1.8246 0.24 -0.40 -1.14
H 1.6188 -2.5806 2.7848 0.09 0.06 -0.06
H 0.5905 -3.3964 1.5995 0.06 0.01 -0.06
H -0.0724 -2.1131 2.6226 -0.03 0.06 -0.01
H 2.8471 -2.7478 0.7806 0.07 0.09 0.10
H 2.9726 -1.2312 -0.1061 0.00 0.04 0.02
H 1.0520 -3.5319 -0.6603 -0.10 -0.03 -0.02
H 2.4318 -3.0793 -1.6380 0.00 0.03 -0.11
H 1.1550 -0.3163 -3.3090 -0.12 0.07 0.07
H 2.3702 -1.5789 -3.1524 -0.04 -0.12 0.06
H 2.3333 -0.2473 -2.0029 -0.02 0.00 0.03
H 0.6732 -2.2269 -4.4489 -0.02 0.00 0.03
H -0.9930 -3.5981 -5.5496 -0.04 0.04 0.02
H -2.8819 -4.5838 -4.2717 0.02 0.01 -0.01
H -3.0440 -4.1880 -1.8350 -0.01 0.05 -0.02
H 3.7686 -0.9519 2.0545 -0.01 0.05 -0.02
H 4.4026 0.8805 3.5567 -0.02 -0.02 0.01
H 2.7134 2.4981 4.3544 -0.02 0.00 -0.02
H 0.3505 2.2821 3.6136 0.05 0.02 -0.02
I 0.5283 5.4540 -0.0015 0.08 -0.13 -0.06
C 1.1175 3.4862 -0.1839 -0.11 0.17 0.03
C 2.3934 2.9660 -0.2523 -0.01 0.20 -0.01
N 2.2762 1.6338 -0.3171 0.39 -0.40 -0.03
N 0.9941 1.2342 -0.2881 -1.12 0.12 -0.11
C 0.2856 2.3738 -0.2207 0.26 0.21 -0.10
H 3.3532 3.4602 -0.2698 0.01 -0.10 0.02
H 3.0419 0.9814 -0.3289 -0.03 -0.06 0.05
H -0.7905 2.3975 -0.1907 -0.06 -0.11 -0.08
O -2.4855 -0.4374 -0.1570 0.52 1.19 -1.34
N -3.7287 -0.4503 0.3266 -0.41 -0.20 0.26
C -4.7123 -0.0376 -0.4955 -0.10 0.16 -0.30
C -5.9923 0.0478 -0.0074 -0.19 -0.09 0.20
C -6.2554 -0.2999 1.3143 0.13 -0.03 -0.02
C -5.2211 -0.7916 2.1085 -0.15 0.07 -0.09
C -3.9527 -0.8659 1.5924 0.16 -0.05 0.08
H -4.4364 0.2194 -1.5077 0.12 -0.02 0.13
H -6.7839 0.3825 -0.6634 0.05 0.04 -0.03
H -7.2530 -0.1950 1.7209 -0.01 -0.06 -0.03
H -5.3907 -1.1094 3.1275 0.01 0.00 0.00
H -3.1041 -1.2341 2.1438 0.10 0.01 -0.01
F -0.5068 0.4419 -2.0554 -0.96 -0.74 0.97
P -2.1572 1.2004 -3.3547 -1.36 -0.08 0.20
F -3.3959 1.6659 -4.1190 0.18 0.08 -0.27
F -2.7216 -0.2540 -2.9367 0.19 0.16 -0.11
F -2.6412 1.6798 -1.8922 0.22 0.05 -0.16
F -1.3138 0.4942 -4.4563 0.18 0.01 -0.06
F -1.2393 2.4487 -3.4140 0.21 0.03 -0.01
```
Forces are in eV/Å.

Löwdin population analysis, charges in e, atoms 1 to 8: number 1, W, carries 1.666; number 2, C, carries -0.078; number 3, N, carries -0.226; number 4, C, carries -0.143; number 5, C, carries -0.137; number 6, N, carries -0.253; number 7, C, carries -0.023; number 8, C, carries -0.288



(2)
# C29H24AuFN6O5

A molecular structure, C29H24AuFN6O5 (ωB97M-V/def2-TZVPD, the OMol25 dataset).

As for the charge: +2. Its largest force on an atom is 0.90 eV Å⁻¹. As for the spin multiplicity: 1. The HOMO energy comes out at -12.77 eV. The value obtained for the total energy is -2059.2076 a.u. The value obtained for the frontier orbital gap is 5.553 eV. The value obtained for the energy above the lowest of the compared OMol25 structures with the same formula, charge and spin is 0.245 eV.

Structure (XYZ):
```
66
Properties=species:S:1:pos:R:3:forces:R:3
Au -2.4260 0.6519 -0.0586 -0.08 0.03 -0.26
C 3.8178 -4.5961 -0.0176 0.00 0.03 0.00
C 4.0041 -3.4172 -0.9644 -0.15 0.03 0.04
C 5.4580 -3.1376 -1.3051 0.00 -0.02 -0.06
C 6.2330 -2.7104 -0.0709 0.00 -0.02 0.02
C 5.5257 -1.5925 0.6427 -0.29 0.05 -0.05
C 6.2184 -0.7566 1.4892 -0.15 0.17 0.07
C 5.5629 0.2953 2.1208 -0.36 -0.14 -0.22
F 6.2693 1.0723 2.9297 0.22 0.29 0.28
C 4.2273 0.5643 1.9213 0.37 -0.05 0.07
C 3.5054 -0.2703 1.0742 0.04 -0.17 -0.11
C 2.0771 0.0325 0.8383 0.27 -0.26 -0.08
O 1.5750 1.0567 1.2856 -0.06 0.41 0.25
C 1.3763 -0.9373 0.0296 0.23 -0.31 -0.05
C 2.0845 -1.9800 -0.5376 0.53 -0.10 0.01
N 3.3895 -2.1958 -0.3728 -0.49 0.03 -0.14
C 4.1480 -1.3517 0.4535 0.01 -0.04 0.01
C -0.0553 -0.9251 -0.2535 -0.50 -0.41 0.00
O -0.6170 -1.6136 -1.0875 0.26 -0.01 -0.29
O -0.7749 -0.1490 0.5746 0.51 0.65 0.36
H 4.2770 -5.4886 -0.4409 0.01 -0.01 -0.01
H 2.7587 -4.8028 0.1399 -0.01 0.00 0.01
H 4.2734 -4.4035 0.9539 -0.01 0.00 0.00
H 3.4515 -3.5967 -1.8873 0.01 -0.03 -0.01
H 5.5062 -2.3571 -2.0677 0.00 0.01 0.01
H 5.8925 -4.0387 -1.7364 -0.01 -0.01 -0.03
H 7.2333 -2.3800 -0.3492 0.01 -0.01 0.00
H 6.3672 -3.5538 0.6113 0.00 -0.01 -0.01
H 7.2771 -0.9008 1.6624 0.00 0.02 0.02
H 3.7374 1.3977 2.4031 0.03 0.01 0.01
H 1.5599 -2.6854 -1.1706 0.04 -0.02 -0.01
O -6.6135 6.1222 -1.5243 -0.05 0.00 -0.01
N -5.4667 6.4444 -1.3056 0.04 0.03 0.00
O -5.0394 7.5706 -1.2998 -0.02 -0.02 -0.01
C -4.4917 5.3546 -1.0153 0.07 -0.01 0.03
C -3.2176 5.7511 -0.8041 -0.05 -0.04 0.01
C -2.1872 4.8067 -0.5026 -0.02 -0.04 -0.01
C -0.8331 5.1458 -0.2856 -0.02 0.00 0.01
C 0.0692 4.1554 -0.0018 -0.05 0.02 -0.01
C -0.3555 2.8215 0.0786 -0.01 -0.05 0.12
N -1.6244 2.5036 -0.1253 -0.04 0.08 -0.04
C -2.5380 3.4693 -0.4187 -0.18 0.02 -0.10
C -3.8815 3.0516 -0.6585 0.19 0.06 0.04
N -4.0961 1.7091 -0.5806 -0.12 -0.10 0.04
C -5.3024 1.2130 -0.7979 -0.03 0.08 -0.08
C -6.3686 2.0576 -1.1050 0.00 -0.06 -0.01
C -6.1801 3.4146 -1.1880 -0.02 0.01 0.01
C -4.8958 3.9648 -0.9627 0.09 0.01 0.00
H -2.9831 6.8054 -0.8597 -0.01 0.01 -0.01
H -0.5249 6.1822 -0.3403 0.01 0.01 -0.01
H 1.1119 4.3746 0.1770 0.00 -0.02 0.01
H 0.3185 2.0137 0.3642 0.08 -0.03 0.05
H -5.4099 0.1400 -0.7403 -0.01 -0.04 0.04
H -7.3444 1.6291 -1.2815 0.00 -0.01 0.00
H -7.0056 4.0631 -1.4262 -0.01 0.00 -0.01
C -3.0214 -3.7436 2.1796 -0.02 0.04 -0.03
N -2.6497 -3.3333 0.8067 -0.07 0.22 -0.06
C -2.0678 -4.3380 -0.1093 0.00 0.11 -0.02
C -2.9457 -2.1657 0.3846 0.25 -0.77 0.11
N -3.3083 -1.1363 -0.0391 -0.47 0.46 0.08
H -2.4067 -4.6004 2.4392 0.01 0.01 0.01
H -4.0730 -4.0224 2.2100 0.01 -0.03 0.02
H -2.8193 -2.9326 2.8738 -0.03 0.00 0.01
H -1.1539 -4.7147 0.3452 0.00 -0.01 -0.03
H -1.8420 -3.8620 -1.0596 0.01 -0.03 0.03
H -2.7858 -5.1453 -0.2374 0.01 -0.02 -0.03
```
Forces are in eV/Å.

Löwdin population analysis, charges in e, atoms 1 to 8: number 1, Au, carries 1.415; number 2, C, carries -0.018; number 3, C, carries -0.297; number 4, C, carries -0.128; number 5, C, carries -0.122; number 6, C, carries -0.122; number 7, C, carries 0.075; number 8, C, carries -0.251



(3)
# C25H21N4ORhS6Sb

A molecular structure, C25H21N4ORhS6Sb (ωB97M-V/def2-TZVPD, the OMol25 dataset).

As for the charge: -1. Its largest force on an atom is 0.43 eV Å⁻¹. As for the spin multiplicity: 1. The HOMO energy comes out at -4.62 eV. The value obtained for the total energy is -3999.5341 a.u. The value obtained for the frontier orbital gap is 5.639 eV. The value obtained for the energy above the lowest of the compared OMol25 structures with the same formula, charge and spin is 1.019 eV.

Structure (XYZ):
```
59
Properties=species:S:1:pos:R:3:forces:R:3
Rh -0.3793 0.0344 0.0955 -0.37 -0.13 0.03
S 1.9239 -0.1570 -0.0358 -0.03 0.06 -0.05
C 2.2391 -0.1511 1.6785 0.14 -0.07 -0.19
N 3.4027 -0.3872 2.1577 0.13 -0.09 0.01
N 3.5568 -0.3442 3.5414 -0.07 0.10 0.02
C 2.9206 -1.2288 4.4221 -0.05 -0.16 0.03
C 3.2378 -1.1360 5.7809 0.01 0.05 -0.04
C 2.6297 -1.9648 6.7071 0.01 0.01 0.02
C 1.6867 -2.9045 6.3092 0.00 0.02 -0.01
C 1.3799 -3.0096 4.9609 0.01 -0.02 -0.03
C 1.9925 -2.1917 4.0220 0.05 0.04 0.06
N 1.1854 0.1543 2.5589 0.02 0.20 0.37
N 0.0730 0.3127 2.0422 -0.07 -0.06 -0.19
C -0.9751 0.6191 2.9810 -0.10 0.04 0.03
C -0.7947 0.3652 4.3432 0.04 -0.08 -0.03
C -1.8143 0.6711 5.2221 -0.05 0.02 0.03
C -2.9993 1.2420 4.7601 0.06 -0.03 0.01
C -3.1610 1.4985 3.4104 -0.02 0.03 -0.01
C -2.1537 1.1759 2.5125 0.00 0.06 0.02
H 4.5356 -0.2318 3.7467 0.03 -0.03 0.00
H 3.9503 -0.3854 6.1046 -0.01 -0.01 0.00
H 2.8874 -1.8638 7.7545 0.00 0.00 -0.01
H 1.1974 -3.5383 7.0369 0.01 0.00 0.00
H 0.6524 -3.7397 4.6248 0.00 0.00 -0.01
H 1.7528 -2.3015 2.9760 -0.01 -0.01 -0.02
H 0.1255 -0.0782 4.6993 -0.01 0.01 -0.04
H -1.6835 0.4643 6.2767 -0.01 0.00 0.00
H -3.7903 1.4853 5.4588 0.01 0.00 0.00
H -4.0572 1.9632 3.0194 0.00 -0.03 0.00
H -2.3022 1.4030 1.4689 0.02 -0.01 -0.04
S -2.6318 2.6873 -3.6217 0.01 0.01 0.01
Sb -2.5891 2.1779 -1.4330 0.10 -0.02 -0.05
S -2.3081 -0.2179 -1.0433 0.17 -0.09 -0.01
S -0.3798 2.2464 -0.4462 -0.01 0.18 -0.03
S -4.1756 2.9165 0.0029 0.01 0.00 0.01
O -0.5332 -2.1701 0.5043 -0.22 0.12 0.22
S 0.6430 -3.0913 0.6501 0.22 -0.18 -0.13
C -0.0140 -4.4525 1.6136 -0.03 0.02 0.00
C -1.3706 -4.4892 1.8887 -0.01 -0.02 -0.01
C -1.8623 -5.5131 2.6875 0.01 0.02 -0.01
C -1.0026 -6.4751 3.1998 0.00 0.00 0.00
C 0.3584 -6.4164 2.9259 -0.01 0.00 -0.01
C 0.8611 -5.3936 2.1367 0.01 0.02 0.02
C 0.7750 -3.9013 -0.9438 0.02 0.04 -0.02
C -0.1626 -3.5817 -1.9106 -0.03 0.02 0.03
C -0.0486 -4.1665 -3.1645 0.02 -0.02 -0.02
C 0.9894 -5.0468 -3.4342 -0.01 0.01 0.01
C 1.9331 -5.3403 -2.4569 -0.01 0.01 0.00
C 1.8359 -4.7556 -1.2046 0.01 -0.01 0.02
H -2.0141 -3.7166 1.4868 0.00 -0.01 0.01
H -2.9198 -5.5533 2.9133 0.00 0.00 0.00
H -1.3919 -7.2679 3.8257 0.00 0.00 0.00
H 1.0307 -7.1558 3.3409 0.00 0.00 0.00
H 1.9262 -5.3183 1.9509 -0.01 0.01 0.00
H -0.9493 -2.8713 -1.6835 0.01 -0.01 -0.02
H -0.7688 -3.9197 -3.9332 0.00 0.00 0.00
H 1.0756 -5.4939 -4.4162 0.00 0.00 0.00
H 2.7540 -6.0106 -2.6761 0.00 0.00 0.00
H 2.5848 -4.9538 -0.4469 -0.01 0.00 -0.01
```
Forces are in eV/Å.

Löwdin population analysis, charges in e, atoms 1 to 8: number 1, Rh, carries 0.242; number 2, S, carries 0.588; number 3, C, carries -0.794; number 4, N, carries 0.028; number 5, N, carries -0.010; number 6, C, carries -0.264; number 7, C, carries -0.045; number 8, C, carries -0.105



Which of these has the highest frontier orbital gap? C25H21N4ORhS6Sb